Entry 1:
DFT (the ωB97M-V functional and the def2-TZVPD basis) results for C23H40N3O6PrS2 as an isolated structure.

```
75
C23H40N3O6PrS2 | the OMol25 dataset | the ωB97M-V functional and the def2-TZVPD basis
Pr 0.04331 0.06907 0.56401
C 1.54843 -2.67924 2.39426
C 0.54280 -1.93097 3.28311
N 0.70960 -0.48364 3.11412
C 1.95725 0.04921 3.68995
C 2.64905 1.02327 2.73137
N 2.66673 0.49505 1.36155
C 3.62459 -0.60909 1.19583
C 2.96678 -1.82563 0.53263
N 1.63007 -2.04410 1.07421
H 2.53864 -2.67361 2.85452
H 1.23254 -3.72122 2.31404
H -0.46337 -2.20075 2.96485
H 0.67382 -2.24538 4.32616
H -0.07179 0.01061 3.53267
H 1.76648 0.58006 4.62417
H 2.61857 -0.78843 3.91857
H 2.09251 1.95396 2.73936
H 3.66157 1.22734 3.10288
H 2.89506 1.25010 0.72422
H 4.48656 -0.30443 0.59860
H 4.00363 -0.89536 2.17907
H 2.85420 -1.61641 -0.53082
H 3.62050 -2.69922 0.65467
H 1.06803 -2.56462 0.41391
O 0.27970 3.01012 3.14771
C -0.13454 2.84309 2.00295
O -0.72755 1.75329 1.62851
C -0.00542 3.93944 0.98590
C -0.03816 5.24104 1.48951
C 0.00212 6.34125 0.65718
C 0.08976 6.14052 -0.71577
C 0.15277 4.86037 -1.22862
C 0.11387 3.72775 -0.40120
S 0.30266 2.16992 -1.20485
H -0.10124 5.35737 2.56365
H -0.03992 7.34162 1.06752
H 0.11728 6.98849 -1.38966
H 0.24000 4.69754 -2.29512
C -3.29010 0.08220 2.37340
C -3.23525 -0.50956 0.96490
C -4.63581 -0.77266 0.42983
O -2.50224 0.35729 0.06363
C -2.43606 -1.85027 1.03996
O -2.99002 -2.83302 1.49820
O -1.21206 -1.77689 0.64328
H -3.96984 0.93678 2.39922
H -2.30734 0.42788 2.68695
H -3.64464 -0.67267 3.07450
H -5.29039 0.08062 0.61648
H -5.04689 -1.65354 0.91932
H -4.59338 -0.96185 -0.64308
H -2.69657 1.27329 0.29102
C -3.08414 -0.04006 -3.43145
C -1.99387 -0.66950 -4.29763
C -0.60237 -0.52644 -3.67586
S -0.43531 -1.63508 -2.23089
O 0.72567 -1.07498 -1.43741
C 0.24662 -3.10693 -3.10844
C 1.76667 -3.16671 -3.11006
C 2.44939 -2.09087 -3.95166
H -4.07351 -0.21403 -3.85541
H -2.92456 1.03601 -3.34947
H -3.06178 -0.45098 -2.42523
H -1.98108 -0.18914 -5.27724
H -2.21595 -1.72879 -4.46952
H -0.44256 0.47810 -3.27583
H 0.18518 -0.75967 -4.38857
H -0.17153 -3.09594 -4.11636
H -0.16649 -3.96290 -2.57286
H 2.05423 -4.15366 -3.47870
H 2.12080 -3.09700 -2.07972
H 2.08621 -2.10895 -4.98162
H 3.52641 -2.25845 -3.97585
H 2.27567 -1.09998 -3.53345
```

Output
Energy relative to the best compared isomer or geometry (same formula, charge and spin) in eV: 0.425
Molecular weight in Da: 659.6
Multiplicity: 3
Charge: 0
HOMO level (alpha / beta) in eV: -7.0 / -7.1
HOMO-LUMO gap (alpha / beta) in eV: 7.3173 / 7.3481

=====

Entry 2:
DFT (the ωB97M-V functional and the def2-TZVPD basis) results for a 5-piece molecular cluster, C23H41B3F5O15PS5 overall.

```
93
C23H41B3F5O15PS5 | the OMol25 dataset | the ωB97M-V functional and the def2-TZVPD basis
C 2.22404 8.09338 2.98112
C 2.36223 7.55025 1.78097
C 2.17550 7.01548 0.26001
C 0.77514 7.59824 -0.36810
C -0.33185 6.40860 -0.58521
B -0.92435 5.94785 0.86027
O -2.31573 6.15352 1.29189
B -2.39344 5.31152 2.50084
P -2.81307 5.94787 4.26434
O -1.32912 6.71645 4.79903
O -3.94329 7.27535 4.16315
O -2.07452 3.88722 2.27712
B -0.63299 3.92669 2.01764
S 0.47858 2.41342 1.90921
O 1.85375 2.82362 2.38868
O -0.00713 1.30987 2.83973
C 0.45537 1.88253 0.08523
F -0.52192 2.71195 -0.61266
F 0.01500 0.52085 0.02573
C 1.87919 2.05253 -0.65392
F 1.61129 1.94482 -2.07966
F 2.51248 3.31546 -0.46158
F 2.70827 0.94067 -0.30038
O -0.01133 5.23318 1.78666
H 2.17428 8.86588 3.84403
H 3.09457 7.24245 -0.38888
H 2.03166 5.87655 0.33504
H 0.34156 8.28963 0.46443
H 0.95310 8.22755 -1.31333
H 0.21329 5.49556 -1.06708
H -1.15976 6.70257 -1.33911
H -0.63354 6.00037 4.87375
H -4.00498 7.63389 5.08896
O 8.87130 0.43532 -3.16600
S 7.54897 0.99694 -3.01176
O 7.13027 2.19044 -3.71297
C 6.35003 -0.29163 -3.30155
C 6.14605 -0.93020 -1.93445
C 6.06652 0.23083 -0.94201
C 7.21244 1.19059 -1.26561
H 6.72649 -0.98928 -4.04984
H 5.43085 0.18123 -3.65614
H 5.24470 -1.54708 -1.91021
H 7.00066 -1.56923 -1.68764
H 5.10840 0.74739 -1.06187
H 6.12392 -0.11702 0.09247
H 6.93875 2.22712 -1.06250
H 8.11927 0.93077 -0.71570
O -3.98005 -3.33269 2.44836
S -2.77175 -3.51518 3.22153
O -2.77692 -4.13896 4.52635
C -1.56250 -4.33270 2.19626
C -0.83828 -3.19468 1.49053
C -0.60623 -2.12548 2.55562
C -1.91779 -1.94648 3.32041
H -2.05851 -5.01828 1.50908
H -0.88450 -4.88317 2.85306
H 0.09998 -3.53249 1.04403
H -1.46639 -2.78726 0.69202
H 0.17829 -2.45957 3.24346
H -0.27529 -1.18232 2.11448
H -1.74197 -1.69462 4.36740
H -2.55109 -1.18740 2.85660
O -1.36735 -8.15990 1.89927
S -1.66996 -8.95157 0.72808
O -0.80800 -10.02011 0.27381
C -3.33188 -9.57963 0.88483
C -4.20421 -8.49244 0.27172
C -3.47762 -8.04385 -0.99735
C -2.00486 -7.84442 -0.63662
H -3.55973 -9.77304 1.93320
H -3.39444 -10.50603 0.30863
H -5.20994 -8.85976 0.05494
H -4.29371 -7.64838 0.96409
H -3.56742 -8.82210 -1.76298
H -3.91011 -7.12833 -1.40862
H -1.34873 -8.09157 -1.47263
H -1.81017 -6.82408 -0.29987
O -2.00379 -1.59485 -1.44551
S -2.23812 -1.44802 -2.86272
O -2.21509 -2.57348 -3.77009
C -3.76378 -0.55362 -3.09344
C -3.34475 0.91031 -3.09660
C -2.07189 0.97589 -3.94232
C -1.16003 -0.16470 -3.48797
H -4.46374 -0.79848 -2.29431
H -4.17926 -0.84616 -4.06085
H -4.13219 1.55211 -3.49838
H -3.12691 1.24031 -2.07499
H -2.32920 0.84354 -4.99875
H -1.57160 1.94287 -3.84569
H -0.56799 -0.56034 -4.31474
H -0.50142 0.14916 -2.67547
```

Output
Molecular weight in Da: 876.3
SMILES string: C#CCCCB1OB(P(O)O)OB(S(=O)(=O)C(F)(F)C(F)(F)F)O1.O=S1(=O)CCCC1.O=S1(=O)CCCC1.O=S1(=O)CCCC1.O=S1(=O)CCCC1
Charge: 0
HOMO level in eV: -9.2
HOMO-LUMO gap in eV: 7.3564

=====

Entry 3:
DFT (the ωB97M-V functional and the def2-TZVPD basis) results for a 3-piece molecular cluster, C23H41Br2N2O7 overall.

```
75
C23H41Br2N2O7 | the OMol25 dataset | the ωB97M-V functional and the def2-TZVPD basis
C -4.44664 -0.91233 -0.60891
C -4.77776 0.14837 -1.64617
Br -6.02628 -0.54654 -2.94463
C -5.32528 1.39344 -0.90605
Br -4.43407 2.99434 -1.66887
O -6.68592 1.61411 -1.04438
C -7.37112 1.45567 0.13515
O -6.96270 1.91349 1.16740
O -8.48671 0.79976 0.08184
C -8.94862 0.22442 -1.21807
O -8.99825 -0.99779 -1.17978
O -9.26200 1.03353 -2.08683
H -4.13464 -1.82275 -1.10539
H -5.32801 -1.09163 0.00358
H -3.68229 -0.52897 0.06525
H -3.89936 0.42969 -2.20774
H -5.02532 1.34505 0.13163
C 1.71430 -2.02818 -4.31548
C 0.75521 -0.85529 -4.58866
C 1.55004 0.43588 -4.79609
C 2.11789 1.01360 -3.50113
C 1.00054 1.20658 -2.47825
C 0.19988 -0.06819 -2.21747
N -0.24272 -0.72091 -3.48693
O -1.29238 -0.11105 -3.93746
C 1.04478 -1.03249 -1.36137
C -0.99641 0.26614 -1.33934
C 0.06756 -1.22119 -5.89857
H 2.47731 -2.06829 -5.09408
H 2.24404 -1.96476 -3.36966
H 1.17348 -2.97513 -4.32895
H 0.90290 1.18878 -5.25715
H 2.35785 0.25256 -5.50765
H 2.90047 0.35943 -3.10556
H 2.59618 1.97357 -3.70713
H 1.41349 1.57374 -1.53556
H 0.32874 1.99250 -2.83857
H 0.62465 -2.03884 -1.36828
H 1.06607 -0.69946 -0.32509
H 2.09016 -1.09042 -1.66270
H -1.63617 1.03521 -1.76961
H -0.65422 0.64391 -0.37601
H -1.60439 -0.62005 -1.15546
H -0.56664 -2.09965 -5.77806
H 0.82513 -1.44851 -6.64941
H -0.54547 -0.40921 -6.28353
C 2.64067 -0.70733 5.91164
C 2.92465 -1.11998 4.45590
C 4.37601 -0.80444 4.09030
C 4.63709 0.68159 3.86590
C 3.66897 1.23386 2.82255
C 2.20216 0.97323 3.16385
N 1.96059 -0.46144 3.52155
O 1.89493 -1.16509 2.43757
C 1.77986 1.91131 4.31450
C 1.32518 1.39149 1.98823
C 2.74012 -2.63293 4.44609
H 3.39362 -1.14151 6.57027
H 2.66073 0.36377 6.08791
H 1.66552 -1.07665 6.23063
H 4.64377 -1.34471 3.17647
H 5.03599 -1.18454 4.87238
H 4.54741 1.22849 4.80872
H 5.66427 0.82569 3.52509
H 3.82550 2.30777 2.70032
H 3.90394 0.78305 1.85247
H 0.84138 1.58360 4.76240
H 1.62659 2.92020 3.93410
H 2.52825 2.00357 5.09930
H 1.58742 0.88700 1.06056
H 1.43879 2.45915 1.80521
H 0.27076 1.19999 2.19321
H 1.70115 -2.90415 4.63423
H 3.35401 -3.07324 5.23207
H 3.04332 -3.07982 3.50178
```

Output
Molecular weight in Da: 617.4
Multiplicity: 3
Charge: -1
HOMO level (alpha / beta) in eV: -5.0 / -5.0
HOMO-LUMO gap (alpha / beta) in eV: 6.8574 / 6.4119